(1)
Computed, not measured: C23H22HfN7O12S2 as an isolated structure, with ωB97M-V with the def2-TZVPD basis set.

Geometry as XYZ:
```
67
Properties=species:S:1:pos:R:3:mulliken_charge:R:1
Hf 1.287 0.126 0.633 2.39
O -3.975 -0.841 2.895 -0.56
C -4.067 0.368 2.360 0.43
O -5.080 1.005 2.379 -0.56
C -2.856 0.907 1.660 0.55
C -2.878 2.072 0.916 -0.72
N -1.668 2.229 0.377 -0.72
N -0.833 1.251 0.715 0.61
C -1.535 0.447 1.525 -0.38
C -0.810 -0.707 2.157 0.74
O -1.407 -1.718 2.487 -0.83
O 0.459 -0.506 2.314 -0.71
H -3.084 -1.239 2.853 0.37
H -3.692 2.763 0.767 0.58
H -1.343 3.009 -0.174 0.23
O 2.261 7.209 2.342 -0.63
C 1.772 6.314 1.694 0.13
O 0.995 6.189 0.710 -0.61
C 1.963 4.790 1.956 0.77
C 1.008 4.096 2.725 -0.66
C 0.831 2.755 2.535 -0.38
N 1.566 2.048 1.652 -0.33
C 2.597 2.687 1.031 0.57
C 2.838 4.023 1.162 -0.43
C 3.488 1.749 0.264 -0.17
O 4.337 2.095 -0.503 -0.59
O 3.197 0.473 0.558 -0.76
H 0.396 4.631 3.438 0.49
H 0.087 2.198 3.093 0.55
H 3.665 4.476 0.631 0.57
S 3.356 -3.501 2.604 -0.11
C 1.931 -4.088 1.866 -0.28
C 1.417 -3.152 1.038 -1.52
N 2.135 -1.980 0.975 0.32
C 3.192 -2.047 1.759 -0.21
H 1.551 -5.073 2.084 0.45
H 0.533 -3.264 0.438 0.81
H 3.905 -1.241 1.850 0.34
C -2.180 -4.069 -0.621 -1.33
C -2.677 -2.663 -0.295 -0.10
S -1.727 -1.412 -1.157 1.19
O -0.389 -1.286 -0.512 0.39
O -2.441 -0.169 -1.281 -0.83
C -1.549 -2.043 -2.845 -0.95
C -0.826 -1.022 -3.736 -1.16
N 0.375 -0.535 -3.062 0.31
C 0.472 0.637 -2.398 0.95
N 1.522 0.625 -1.574 -0.42
C 2.160 -0.581 -1.769 -0.16
C 1.457 -1.304 -2.674 -0.61
N 1.692 -2.674 -3.002 1.12
O 2.540 -3.234 -2.345 -0.58
O 1.103 -3.158 -3.952 -0.61
C -0.386 1.826 -2.622 -2.02
H -2.558 -4.761 0.130 0.47
H -1.090 -4.124 -0.599 0.34
H -2.528 -4.419 -1.591 0.34
H -2.550 -2.431 0.761 0.09
H -3.716 -2.502 -0.581 0.61
H -2.571 -2.192 -3.195 0.63
H -1.033 -2.997 -2.823 0.57
H -1.472 -0.170 -3.932 0.45
H -0.554 -1.497 -4.674 0.41
H 3.135 -0.795 -1.365 0.83
H -0.337 2.126 -3.670 0.51
H 0.014 2.643 -2.025 0.41
H -1.425 1.628 -2.362 0.41
```

Output
HOMO: -10.29 eV
Charge: +1
Kohn-Sham gap: 5.43 eV



(2)
Computed, not measured: an isolated ion of composition CH3F3NS and charge +1, with ωB97M-V with the def2-TZVPD basis set.

Geometry as XYZ:
```
9
Properties=species:S:1:pos:R:3:mulliken_charge:R:1
C 1.451 -0.084 -0.009 -0.64
N 0.252 0.586 0.217 0.07
S -1.101 0.082 0.114 0.99
F -2.058 1.130 0.923 -0.10
F -1.754 0.564 -1.268 -0.10
F -2.086 -1.556 0.308 -0.22
H 1.593 -0.554 -0.976 0.35
H 1.536 -0.878 0.669 0.36
H 2.168 0.710 0.022 0.30
```

Output
HOMO (alpha / beta): -18.04 / -18.04 eV
Charge: +1
Structure (SMILES): C[N+]#S(F)(F)F
Kohn-Sham gap (alpha / beta): 8.35 / 8.34 eV



(3)
Computed, not measured: one molecule with the formula C2H2Cl4S, with ωB97M-V with the def2-TZVPD basis set.

Geometry as XYZ:
```
9
Properties=species:S:1:pos:R:3:mulliken_charge:R:1
Cl -2.625 0.220 -0.417 -0.16
S -1.412 1.785 -0.129 0.14
C 0.086 0.884 0.413 -0.56
Cl 1.130 2.152 1.203 -0.10
C 0.845 0.175 -0.731 0.19
Cl 2.094 -0.842 -0.001 -0.12
Cl 1.536 1.499 -1.746 -0.11
H -0.364 0.124 1.255 0.40
H 0.064 -0.335 -1.240 0.32
```

Output
HOMO: -9.58 eV
Structure (SMILES): ClS[C@H](Cl)C(Cl)Cl
Kohn-Sham gap: 9.51 eV



(4)
Computed, not measured: C15H10F6NO4PReS5 as an isolated structure, with ωB97M-V with the def2-TZVPD basis set.

Geometry as XYZ:
```
43
Properties=species:S:1:pos:R:3:mulliken_charge:R:1
Re 0.372 -1.189 -0.213 1.38
F -3.341 -5.122 -0.603 -0.18
C -2.440 -4.503 0.132 0.66
F -2.951 -3.406 0.668 -0.20
F -1.982 -5.301 1.082 -0.18
S -1.006 -4.040 -0.945 1.08
O -0.137 -3.213 -0.028 -0.64
O -0.380 -5.214 -1.425 -0.56
N -1.716 -3.100 -1.984 -0.41
S -0.890 -1.911 -2.554 1.03
O 0.565 -2.077 -2.460 -0.68
O -1.254 -0.652 -1.928 -0.61
C -1.359 -1.831 -4.338 0.46
F -2.646 -1.566 -4.428 -0.18
F -1.072 -2.981 -4.907 -0.17
F -0.646 -0.852 -4.880 -0.17
S -2.734 2.254 1.107 -0.35
P -0.969 1.548 1.271 0.91
S -0.922 -0.608 1.533 -0.38
C 0.011 1.551 -0.271 0.11
C -0.549 2.006 -1.458 -0.62
C 0.154 1.876 -2.647 -0.52
C 1.386 1.234 -2.676 -0.67
C 1.979 0.819 -1.492 -0.12
C 1.319 1.018 -0.264 -0.85
C 0.086 2.199 2.569 0.67
C 1.076 1.443 3.195 -0.07
C 1.896 2.032 4.145 -0.76
C 1.729 3.371 4.470 -0.47
C 0.736 4.122 3.857 -0.61
C -0.091 3.541 2.910 -0.66
H -1.546 2.429 -1.437 0.42
H -0.282 2.243 -3.567 0.46
H 1.902 1.087 -3.615 0.47
H 2.978 0.399 -1.499 0.44
H 1.881 0.977 0.661 0.82
H 1.191 0.390 2.969 0.22
H 2.656 1.444 4.641 0.41
H 2.367 3.828 5.215 0.40
H 0.598 5.161 4.123 0.40
H -0.879 4.117 2.444 0.34
S 3.055 -1.927 1.754 -0.21
C 1.854 -1.596 0.874 0.60
```

Output
Multiplicity: 3
HOMO (alpha / beta): -12.02 / -12.16 eV
Charge: +1
Kohn-Sham gap (alpha / beta): 7.77 / 6.09 eV



(5)
Computed, not measured: C17H22F6N4O5S6W as an isolated structure, with ωB97M-V with the def2-TZVPD basis set.

Geometry as XYZ:
```
61
Properties=species:S:1:pos:R:3:mulliken_charge:R:1
W -1.061 -0.023 -0.201 0.81
C -0.145 -3.411 -0.094 -1.01
C 0.160 -3.052 1.353 -0.76
S -0.402 -1.383 1.805 0.12
C 1.055 -0.669 2.620 -0.76
C 2.374 -0.705 1.854 -1.06
S 2.235 0.147 0.272 0.26
C 2.961 -1.019 -0.875 -0.90
C 2.158 -2.302 -1.064 -1.05
S 0.346 -2.151 -1.286 0.28
H 0.351 -4.344 -0.363 0.58
H -1.212 -3.562 -0.240 0.37
H -0.360 -3.746 2.012 0.59
H 1.222 -3.114 1.578 0.46
H 0.751 0.362 2.811 0.29
H 1.153 -1.181 3.578 0.63
H 3.128 -0.205 2.462 0.56
H 2.718 -1.725 1.688 0.41
H 3.034 -0.468 -1.812 0.21
H 3.974 -1.268 -0.558 0.64
H 2.499 -2.816 -1.962 0.62
H 2.312 -2.972 -0.220 0.50
C -5.155 2.402 2.420 -1.12
C -4.242 1.269 2.910 -0.63
C -3.219 0.944 1.920 0.67
N -2.429 0.658 1.137 -0.04
H -5.964 2.540 3.135 0.38
H -5.584 2.151 1.450 0.32
H -4.605 3.339 2.339 0.32
H -4.817 0.353 3.059 0.28
H -3.752 1.511 3.853 0.35
F 1.988 -0.317 -4.312 -0.17
C 1.218 0.738 -4.577 0.35
F 1.948 1.844 -4.506 -0.20
F 0.689 0.618 -5.774 -0.17
S -0.097 0.750 -3.310 1.39
O 0.606 0.871 -2.009 -0.67
O -0.823 -0.474 -3.501 -0.64
N -0.913 2.053 -3.669 -0.73
S -2.344 2.007 -2.969 0.99
O -2.967 3.285 -2.936 -0.65
O -2.200 1.345 -1.652 -0.43
C -3.470 0.950 -4.060 0.51
F -2.868 0.725 -5.214 -0.21
F -4.565 1.661 -4.262 -0.20
F -3.772 -0.185 -3.468 -0.16
O -0.144 1.833 0.605 -0.46
N -0.144 2.999 -0.071 0.37
C 1.019 3.420 -0.584 -0.03
C 1.072 4.608 -1.276 -0.80
C -0.083 5.360 -1.434 -0.35
C -1.264 4.906 -0.870 -0.71
C -1.270 3.713 -0.184 -0.27
H 1.860 2.766 -0.414 0.48
H 2.018 4.928 -1.689 0.48
H -0.064 6.285 -1.994 0.42
H -2.190 5.452 -0.972 0.46
H -2.146 3.278 0.270 0.57
S -2.795 -1.693 -0.754 -0.39
C -4.202 -0.760 -0.560 0.52
N -5.168 -0.145 -0.416 -0.58
```

Output
Multiplicity: 2
HOMO (alpha / beta): -10.20 / -9.90 eV
Charge: +1
Kohn-Sham gap (alpha / beta): 6.50 / 6.47 eV



(6)
Computed, not measured: a 2-piece molecular cluster, C6H15N5 overall, with ωB97M-V with the def2-TZVPD basis set.

Geometry as XYZ:
```
26
Properties=species:S:1:pos:R:3:mulliken_charge:R:1
C 5.346 0.476 -0.397 -0.28
C 6.341 -0.580 -0.174 0.22
C 6.426 -1.600 0.640 0.35
C -9.902 -0.878 -0.394 -1.01
C -10.612 1.251 0.535 -0.74
C -9.753 0.575 -0.210 0.17
N 3.614 0.069 1.216 -0.69
N 6.428 -2.262 1.581 -0.15
N 3.320 1.733 -0.455 -0.71
N 4.159 0.731 0.125 0.63
N 7.498 -0.491 -1.172 -0.45
H 5.614 1.185 -1.186 0.31
H -9.888 -1.239 -1.447 0.26
H -9.127 -1.442 0.034 0.28
H -10.772 -1.364 0.086 0.29
H -10.557 2.373 0.777 0.20
H 2.662 0.319 1.597 0.31
H -11.527 0.866 0.864 0.25
H -8.988 1.102 -0.777 0.29
H 4.146 -0.321 2.003 0.24
H 6.444 -3.312 1.766 0.40
H 3.226 2.539 0.288 0.34
H 2.509 1.416 -0.847 0.28
H 8.377 -0.796 -0.865 0.38
H 7.649 0.566 -1.469 0.45
H 7.365 -0.917 -2.120 0.38
```

Output
HOMO: -11.40 eV
Charge: +2
Kohn-Sham gap: 2.53 eV



Energy above the lowest of the compared OMol25 structures with the same formula, charge and spin (kJ/mol)
2.5; 302.4; 0.0; 88.3; 159.0; 528.9